Arrangement P

{"formula": "CH4N3", "method": "ωB97M-V with the def2-TZVPD basis set", "e_homo_ev": -16.14, "homo_lumo_gap_ev": 11.68, "lumo_energy_ev": -4.5, "total_charge": 1, "smiles": "[NH2+]=C1NN1", "symbols": ["N", "C", "N", "N", "H", "H", "H", "H"], "positions_angstrom": [[-1.1504, 0.0001, 0.0002], [0.1257, 0.0001, 0.0002], [1.2259, 0.7493, -0.0843], [1.2259, -0.7493, 0.0844], [-1.6745, 0.8720, 0.0027], [-1.6744, -0.8719, -0.0026], [1.6225, 1.3005, 0.6734], [1.6222, -1.3006, -0.6736]]}

Arrangement Q

{"formula": "CH4N3", "method": "ωB97M-V with the def2-TZVPD basis set", "e_homo_ev": [-14.15, -12.54], "homo_lumo_gap_ev": [8.39, 5.18], "lumo_energy_ev": [-5.8, -7.4], "total_charge": 1, "symbols": ["C", "N", "N", "N", "H", "H", "H", "H"], "positions_angstrom": [[-1.2857, 0.4681, 0.1867], [2.4186, -0.1908, -0.0093], [1.4077, 0.4586, 0.0229], [-2.2910, -0.1991, -0.0654], [3.3862, 0.1237, -0.3655], [1.1102, 1.5300, 0.1186], [-2.4985, -1.1044, 0.2124], [-3.1738, 0.1167, -0.6466]]}

Stability check: which of them is least stable? arrangement Q.

Arrangement P

{"formula": "CH4N3", "method": "ωB97M-V with the def2-TZVPD basis set", "e_homo_ev": [-14.89, -14.90], "homo_lumo_gap_ev": [9.00, 9.00], "lumo_energy_ev": [-5.9, -5.9], "total_charge": 1, "symbols": ["C", "N", "N", "N", "H", "H", "H", "H"], "positions_angstrom": [[0.3209, 0.3096, -0.5078], [-1.9841, 0.4950, 0.0754], [-0.9285, -0.0902, -0.2022], [1.5437, 0.4253, 0.0245], [-2.8844, 0.0465, -0.0242], [-0.9319, -0.9434, -0.8241], [1.5565, 0.4626, 1.0343], [2.3724, 0.5031, -0.5546]]}

Arrangement Q

{"formula": "CH4N3", "method": "ωB97M-V with the def2-TZVPD basis set", "e_homo_ev": [-16.72, -16.72], "homo_lumo_gap_ev": [10.15, 10.15], "lumo_energy_ev": [-6.6, -6.6], "total_charge": 1, "symbols": ["C", "N", "N", "N", "H", "H", "H", "H"], "positions_angstrom": [[-0.1077, -0.6679, -0.2261], [-2.1160, 0.5889, 0.1551], [-1.2848, -0.0281, -0.1309], [0.9654, 0.9413, -0.1196], [-0.0870, -1.2390, -1.1182], [0.1946, -1.3592, 0.5521], [1.9270, 0.6074, 0.0818], [0.5085, 1.1567, 0.8058]]}

Stability check: which of them is least stable? arrangement P.

Arrangement P

{"formula": "H2N2O3S", "method": "ωB97M-V with the def2-TZVPD basis set", "e_homo_ev": -10.09, "homo_lumo_gap_ev": 9.33, "lumo_energy_ev": -0.8, "symbols": ["N", "N", "O", "O", "O", "S", "H", "H"], "positions_angstrom": [[0.0466, 0.4592, -0.1466], [2.1911, -0.9055, -0.0971], [2.5065, -1.6708, 0.7551], [1.9468, -0.9583, -1.2635], [2.1751, 1.9724, -0.1789], [1.8466, 0.9218, 0.6969], [-0.3831, -0.1125, 0.6726], [-0.4054, 1.3991, -0.0556]]}

Arrangement Q

{"formula": "H2N2O3S", "method": "ωB97M-V with the def2-TZVPD basis set", "e_homo_ev": -10.42, "homo_lumo_gap_ev": 10.57, "lumo_energy_ev": 0.1, "symbols": ["N", "N", "O", "O", "O", "S", "H", "H"], "positions_angstrom": [[-1.2005, -0.1711, -0.0913], [1.4661, -1.0530, -0.3279], [2.2997, -1.7120, 0.1975], [-0.2462, 2.1107, 0.4759], [1.2797, 0.1892, 0.2295], [-0.0714, 1.0440, -0.4605], [-1.8636, -0.3765, -0.8206], [-1.6638, -0.0312, 0.7973]]}

Stability check: which of them is least stable? arrangement P.

Arrangement P

{"formula": "C5H11NO", "method": "ωB97M-V with the def2-TZVPD basis set", "e_homo_ev": [-16.24, -16.00], "homo_lumo_gap_ev": [12.87, 7.23], "lumo_energy_ev": [-3.4, -8.8], "total_charge": 1, "multiplicity": 2, "s_squared": 0.768, "symbols": ["C", "C", "N", "C", "C", "C", "O", "H", "H", "H", "H", "H", "H", "H", "H", "H", "H", "H"], "positions_angstrom": [[2.7137, -0.6236, -0.6042], [1.5296, 0.2667, -0.5842], [0.3846, -0.1475, 0.1239], [-1.3642, 0.8955, 1.4117], [-0.8821, 0.4938, 0.0031], [-1.8608, -0.5939, -0.5270], [1.4606, 1.2879, -1.2261], [2.8497, -1.2448, -1.4974], [3.5846, 0.0185, -0.7441], [2.8520, -1.2949, 0.2189], [0.5098, -0.9253, 0.7711], [-2.3587, 1.3195, 1.3934], [-1.3497, 0.0726, 2.1218], [-0.6978, 1.6555, 1.8310], [-0.7601, 1.3481, -0.6445], [-2.7837, -0.7644, 0.0348], [-1.4207, -1.5653, -0.6881], [-2.4067, -0.1983, -1.3940]]}

Arrangement Q

{"formula": "C5H11NO", "method": "ωB97M-V with the def2-TZVPD basis set", "e_homo_ev": [-15.04, -15.27], "homo_lumo_gap_ev": [9.06, 6.88], "lumo_energy_ev": [-6.0, -8.4], "total_charge": 1, "multiplicity": 2, "s_squared": 0.760, "symbols": ["C", "C", "C", "C", "N", "C", "H", "H", "H", "H", "H", "H", "H", "H", "H", "H", "H", "O"], "positions_angstrom": [[0.8340, -2.2614, -0.9437], [1.2843, -1.2581, 0.1394], [0.2509, -0.3416, 0.6100], [0.5814, 0.9748, 0.9669], [-0.2952, 1.8982, 1.4395], [-1.5706, 1.7425, 1.4465], [0.0895, -2.8882, -0.4575], [1.7053, -2.7539, -1.3595], [0.3346, -1.7392, -1.7602], [2.1124, -0.6537, -0.2636], [1.7801, -1.7492, 0.9704], [-0.7484, -0.7433, 0.7434], [1.6024, 1.3195, 0.9101], [-2.1664, 2.4857, 1.9645], [-2.1361, 0.9281, 0.9841], [-1.5612, -0.0275, -1.8584], [-0.1870, 0.5161, -2.2188], [-0.8459, -0.1305, -2.4949]]}

Arrangement R

{"formula": "C5H11NO", "method": "ωB97M-V with the def2-TZVPD basis set", "e_homo_ev": [-16.31, -16.11], "homo_lumo_gap_ev": [12.57, 7.56], "lumo_energy_ev": [-3.7, -8.5], "total_charge": 1, "multiplicity": 2, "s_squared": 0.769, "symbols": ["C", "N", "C", "C", "C", "C", "O", "H", "H", "H", "H", "H", "H", "H", "H", "H", "H", "H"], "positions_angstrom": [[0.1698, -1.7105, 0.7602], [0.1257, -0.4968, 0.0712], [-1.0917, 0.2828, -0.0265], [-1.7321, 0.5943, 1.3464], [1.4629, 0.0966, -0.2897], [1.3767, 0.5014, -1.7725], [1.1613, -2.3475, 0.9862], [-0.7833, -2.0250, 1.1897], [-1.8048, -0.3782, -0.5269], [-0.9437, 1.2207, -0.5444], [-1.2142, 1.3473, 1.9402], [-1.8413, -0.3159, 1.9263], [-2.6652, 1.1283, 1.1533], [1.6612, 0.9308, 0.3795], [2.1597, -0.7274, -0.1817], [0.6806, 1.3275, -1.9202], [2.3384, 0.8677, -2.1200], [0.9400, -0.2960, -2.3709]]}

Stability check: which of them is least stable? arrangement Q.

Arrangement P

{"formula": "C5H11NO", "method": "ωB97M-V with the def2-TZVPD basis set", "e_homo_ev": [-12.63, -12.63], "homo_lumo_gap_ev": [8.44, 4.80], "lumo_energy_ev": [-4.2, -7.8], "total_charge": 1, "multiplicity": 2, "s_squared": 0.760, "symbols": ["C", "C", "C", "N", "H", "H", "H", "H", "H", "H", "H", "O", "C", "C", "H", "H", "H", "H"], "positions_angstrom": [[-0.6926, -0.2385, -2.6335], [-0.9766, 0.7657, -1.5788], [-2.1341, 0.8067, -0.8148], [0.0138, 1.6685, -1.3693], [0.1832, -0.8271, -2.3431], [-0.4015, 0.2820, -3.5486], [-1.5222, -0.9072, -2.8398], [-2.4251, 1.6795, -0.2450], [-2.7542, -0.0797, -0.7990], [0.5883, 1.8857, -2.1780], [-0.3104, 2.4947, -0.8687], [2.4557, -1.0749, 2.2231], [1.3413, -0.8461, 2.6009], [0.1254, -1.0729, 1.7382], [1.1629, -0.5070, 3.6404], [-0.2729, -0.0908, 1.4565], [-0.6880, -1.5293, 2.3033], [0.4117, -1.7053, 0.9022]]}

Arrangement Q

{"formula": "C5H11NO", "method": "ωB97M-V with the def2-TZVPD basis set", "e_homo_ev": [-13.86, -13.86], "homo_lumo_gap_ev": [9.84, 6.10], "lumo_energy_ev": [-4.0, -7.8], "total_charge": 1, "multiplicity": 2, "s_squared": 0.762, "symbols": ["C", "O", "C", "C", "C", "C", "N", "H", "H", "H", "H", "H", "H", "H", "H", "H", "H", "H"], "positions_angstrom": [[1.6513, 1.3321, 0.6187], [0.8379, 2.5058, 0.4660], [1.0544, 0.2438, -0.2833], [0.2991, -0.9840, 0.2923], [-1.0972, -0.8810, -0.3510], [-1.7471, -2.0187, -0.8344], [-1.7239, 0.3510, -0.2571], [1.8110, 1.0454, 1.6555], [2.6112, 1.5246, 0.1491], [1.2468, 3.1804, 1.0231], [0.5513, 0.7899, -1.1308], [1.8901, -0.1644, -0.8763], [0.7375, -1.9088, -0.0980], [0.1633, -0.8439, 1.3894], [-1.2285, -2.9741, -0.8993], [-2.8295, -2.1000, -1.0570], [-1.5180, 0.6218, 0.7083], [-2.7098, 0.2801, -0.5152]]}

Stability check: which of them is least stable? arrangement Q.

Arrangement P

{"formula": "C3H8O2", "method": "ωB97M-V with the def2-TZVPD basis set", "e_homo_ev": -10.05, "homo_lumo_gap_ev": 10.75, "lumo_energy_ev": 0.7, "smiles": "OCCCO", "symbols": ["O", "C", "C", "C", "O", "H", "H", "H", "H", "H", "H", "H", "H"], "positions_angstrom": [[-0.7389, -2.1108, 0.6545], [-0.5497, -0.8339, 0.0885], [0.6486, 0.0071, 0.6321], [0.5884, 1.2759, -0.3026], [0.4278, 0.9119, -1.6455], [-1.5372, -2.0503, 1.2453], [-1.4707, -0.1983, 0.1829], [-0.5407, -1.1774, -0.9305], [1.5465, -0.4817, 0.4593], [0.6200, 0.4410, 1.6577], [1.5811, 1.6820, -0.3719], [-0.1245, 2.0701, -0.0729], [-0.4507, 0.4645, -1.5970]]}

Arrangement Q

{"formula": "C3H8O2", "method": "ωB97M-V with the def2-TZVPD basis set", "e_homo_ev": -10.11, "homo_lumo_gap_ev": 10.73, "lumo_energy_ev": 0.6, "symbols": ["C", "C", "O", "C", "O", "H", "H", "H", "H", "H", "H", "H", "H"], "positions_angstrom": [[1.5603, -0.0529, -0.0287], [0.1357, -0.0517, -0.5416], [-0.1541, -1.2977, -1.1384], [-0.8547, 0.1150, 0.5899], [-2.1849, 0.0886, 0.1777], [1.7003, -0.8647, 0.6941], [1.7913, 0.9007, 0.4615], [2.2645, -0.1996, -0.8510], [-0.0222, 0.7753, -1.2575], [-1.1124, -1.2924, -1.3014], [-0.6460, -0.4798, 1.4853], [-0.6820, 1.3564, 1.0315], [-1.7763, 1.0768, 0.6636]]}

Arrangement R

{"formula": "C3H8O2", "method": "ωB97M-V with the def2-TZVPD basis set", "e_homo_ev": -10.02, "homo_lumo_gap_ev": 10.65, "lumo_energy_ev": 0.6, "smiles": "C[C@@H](O)CO", "symbols": ["C", "C", "O", "C", "O", "H", "H", "H", "H", "H", "H", "H", "H"], "positions_angstrom": [[1.0049, -0.9004, -0.3906], [0.4047, 0.2653, 0.3768], [0.3991, 1.4649, -0.3787], [-1.1927, -0.0444, 0.5699], [-1.8529, -0.0345, -0.7415], [1.9287, -0.4040, -0.9305], [0.3847, -1.0331, -1.0126], [1.3204, -1.8298, -0.1340], [0.6985, 0.3336, 1.5737], [1.5738, 1.5246, -0.2766], [-1.4430, -0.7531, 1.2461], [-1.3868, 0.6946, 1.1206], [-1.8395, 0.7165, -1.0225]]}

Stability check: which of them is least stable? arrangement R.